(1)
The ion C3HN4 with charge +1 in a non-equilibrium geometry, computed with wB97M-V/def2-TZVPD.

Values from the calculation:
SMILES: N#CC#[N+]NC#N
ΔE to the lowest compared entry with this formula, charge and spin, kcal/mol: 15.0
Net charge: +1
Highest occupied orbital energy, eV: -16.5053

Geometry (Å):
N -4.93192 0.47139 0.13888
C -3.83082 0.27801 -0.03970
C -2.24854 0.14792 -0.24323
N -1.10427 0.15610 -0.08114
N 0.14855 0.34690 -0.06590
C 0.63433 1.61024 -0.02850
N 1.04654 2.66916 0.01892
H 0.80532 -0.43307 0.02536

Atoms 1-2, force components in eV/Å:
N -2.07 0.29 0.29
C 7.68 -0.86 -1.07

Charges per atom according to Mulliken partitioning, unit e:
1. N -0.062
2. C 0.024
3. C 0.567
4. N 0.501
5. N -0.459
6. C 0.252
7. N -0.150
8. H 0.327

***

(2)
A structure of composition C45H42BrCaN5O3P2S2, computed with wB97M-V/def2-TZVPD.

Values from the calculation:
ΔE to the lowest compared entry with this formula, charge and spin, kcal/mol: 0.0
Highest occupied orbital energy, eV: -7.7424

Geometry (Å):
Ca 0.50055 0.13064 1.16223
N 2.95767 -4.03229 7.30707
C 2.99145 -3.21206 6.19221
C 1.80368 -2.80247 5.57670
C 1.83673 -1.95040 4.49226
C 3.05766 -1.49825 4.00852
C 4.24279 -1.90125 4.59965
C 4.21169 -2.74278 5.69316
S 3.08036 -0.44742 2.59920
O 4.39653 0.10500 2.43382
O 2.00275 0.54476 2.85472
N 2.53228 -1.16208 1.27784
C 2.89914 -2.41532 0.89954
N 3.77944 -3.13199 1.60418
C 4.01797 -4.37126 1.17885
C 3.41485 -4.90829 0.06210
C 2.54671 -4.06859 -0.61942
N 2.27701 -2.83312 -0.23270
H 2.12132 -4.57797 7.43077
H 3.80091 -4.54112 7.51179
H 0.85121 -3.15402 5.95523
H 0.90967 -1.64780 4.01827
H 5.18496 -1.55557 4.19591
H 5.13680 -3.04690 6.16856
H 4.72849 -4.94626 1.76318
H 3.61224 -5.91699 -0.26962
H 2.04787 -4.41105 -1.52157
C 2.30725 8.00884 -0.14071
S 1.53107 8.15652 1.47718
C 0.64569 6.58480 1.52985
C 1.55055 5.36517 1.60739
C 0.78961 4.05747 1.76454
N -0.08138 3.70543 0.60813
P 0.67240 2.78197 -0.67308
C -0.06372 3.54310 -2.14901
C -0.40593 4.89472 -2.17842
C -0.96221 5.45117 -3.31831
C -1.18602 4.65879 -4.43885
C -0.85000 3.31428 -4.41568
C -0.28953 2.75656 -3.27316
C 2.41401 3.29536 -0.74862
C 3.30756 2.61602 0.07988
C 4.65178 2.95463 0.10180
C 5.12094 3.95428 -0.73739
C 4.24871 4.60875 -1.59863
C 2.90000 4.28529 -1.60423
P -1.40590 2.70235 1.22313
C -2.38099 3.92126 2.15765
C -2.49855 5.26035 1.79185
C -3.29277 6.12035 2.53334
C -3.98445 5.64591 3.64198
C -3.87478 4.31376 4.01096
C -3.06907 3.45467 3.27536
C -2.44227 2.39412 -0.24553
C -2.65100 1.05944 -0.58815
C -3.39451 0.72982 -1.71533
C -3.93908 1.73318 -2.49818
C -3.76299 3.06853 -2.14625
C -3.02592 3.39626 -1.02300
H 2.79107 8.96056 -0.35469
H 1.56109 7.82039 -0.91477
H 3.06262 7.22374 -0.16639
H -0.00052 6.52578 0.64962
H -0.00980 6.64232 2.40200
H 2.22348 5.45911 2.46322
H 2.18699 5.32954 0.72286
H 0.14065 4.15105 2.64077
H 1.49436 3.25092 2.00809
H -0.25203 5.49713 -1.29024
H -1.22722 6.50105 -3.33447
H -1.62627 5.09155 -5.32824
H -1.03121 2.69321 -5.28370
H -0.04170 1.70267 -3.25649
H 2.97234 1.81590 0.72788
H 5.31943 2.42088 0.76584
H 6.17176 4.21458 -0.73348
H 4.62144 5.37547 -2.26628
H 2.22399 4.80222 -2.27287
H -1.95030 5.62758 0.93210
H -3.37172 7.16175 2.24773
H -4.60511 6.31830 4.22035
H -4.40804 3.94225 4.87637
H -2.97343 2.41533 3.57078
H -2.27830 0.26887 0.05447
H -3.55702 -0.31126 -1.96596
H -4.51897 1.48019 -3.37726
H -4.20221 3.85072 -2.75246
H -2.89100 4.43625 -0.75401
Br -4.99043 -3.96849 3.41667
C -3.52788 -2.89356 2.83677
C -2.72878 -3.32951 1.79511
C -1.66407 -2.52912 1.38772
C -1.35264 -1.29020 1.97273
C -2.20688 -0.91339 3.02218
C -3.27763 -1.68635 3.46429
H -2.93380 -4.27875 1.31546
H -1.05081 -2.91243 0.57276
H -2.04211 0.03234 3.53907
H -3.90923 -1.35954 4.28131
O 0.73484 -0.74171 -2.62892
C 0.22018 -0.90506 -1.64975

Atoms 1-2, force components in eV/Å:
Ca -0.41 -0.36 -0.07
N -0.02 0.01 0.02

Here are the Mulliken charges for atoms 1 to 99, given in e:
1. Ca 1.869
2. N -0.550
3. C 1.076
4. C -0.795
5. C -0.440
6. C -0.428
7. C -0.374
8. C -0.798
9. S 1.473
10. O -0.845
11. O -0.994
12. N -0.283
13. C 0.074
14. N -0.410
15. C -0.163
16. C -0.797
17. C -0.072
18. N -0.389
19. H 0.226
20. H 0.224
21. H 0.347
22. H 0.360
23. H 0.512
24. H 0.292
25. H 0.442
26. H 0.379
27. H 0.414
28. C -0.647
29. S -0.113
30. C -0.307
31. C 0.078
32. C -0.951
33. N 0.578
34. P 1.042
35. C 0.177
36. C -0.046
37. C -0.589
38. C -0.793
39. C -0.549
40. C -0.801
41. C -0.106
42. C 0.222
43. C -0.876
44. C -0.439
45. C -0.816
46. C -0.211
47. P 0.508
48. C 0.664
49. C -0.569
50. C -1.131
51. C -0.659
52. C -0.541
53. C -0.761
54. C 0.403
55. C -0.216
56. C -0.751
57. C -0.549
58. C -0.754
59. C 0.042
60. H 0.403
61. H 0.155
62. H 0.155
63. H -0.165
64. H 0.255
65. H 0.507
66. H -0.512
67. H 1.125
68. H -0.318
69. H 0.435
70. H 0.447
71. H 0.372
72. H 0.448
73. H 0.239
74. H 0.275
75. H 0.577
76. H 0.396
77. H 0.461
78. H 0.471
79. H 0.495
80. H 0.459
81. H 0.375
82. H 0.455
83. H 0.309
84. H 0.338
85. H 0.527
86. H 0.395
87. H 0.454
88. H 0.230
89. Br -0.226
90. C 0.078
91. C -0.514
92. C -0.571
93. C -0.033
94. C -0.370
95. C -0.576
96. H 0.416
97. H 0.320
98. H 0.288
99. H 0.419

***

(3)
A cluster of 3 separate species, C4H11NO2 in total in a non-equilibrium geometry, computed with wB97M-V/def2-TZVPD.

Values from the calculation:
SMILES: C=CC(=C)N.O.O
ΔE to the lowest compared entry with this formula, charge and spin, kcal/mol: 59.5
Highest occupied orbital energy, eV: -8.3162

Geometry (Å):
C 1.59907 0.64200 -1.62524
C 1.53868 -0.48903 -0.93669
C 0.42236 -0.97785 -0.06069
C -0.44906 -1.88143 -0.49350
N 0.33853 -0.32433 1.21872
H 2.43307 0.96731 -2.25066
H 0.78326 1.34269 -1.60364
H 2.29436 -1.26810 -1.05068
H -0.33522 -2.46967 -1.38399
H -1.35706 -2.16596 0.02776
H -0.61464 -0.30694 1.56061
H 1.09780 -0.65613 1.79213
O -2.75334 0.10427 1.17445
H -3.29245 -0.20902 1.89872
H -3.28051 0.76012 0.69708
O 0.31596 2.43680 0.04039
H -0.01001 2.03119 0.84505
H 1.26920 2.46409 0.15017

Atoms 1-2, force components in eV/Å:
C -0.05 0.11 -0.32
C 0.47 -1.25 -0.09

Charges per atom according to Mulliken partitioning, unit e:
1. C -0.827
2. C -0.300
3. C 0.486
4. C -0.874
5. N -0.374
6. H 0.271
7. H 0.430
8. H 0.316
9. H 0.306
10. H 0.230
11. H 0.216
12. H 0.209
13. O -0.598
14. H 0.299
15. H 0.284
16. O -0.703
17. H 0.297
18. H 0.333